No. 1
Computed, not measured: the ion C10H16N3 with charge +1 in a non-equilibrium geometry, with ωB97M-V/def2-TZVPD.

Values from the calculation:
- Net charge: +1
- Energy relative to the best compared isomer or geometry (same formula, charge and spin): 0.0 kcal/mol
- Gap between HOMO and LUMO: 8.56 eV
- HOMO energy: -12.21 eV
- Molar mass: 178.26 g/mol
- Structure (SMILES): CC1(C)CCc2c1[nH]cc(N)c2=[NH2+]
- Strongest force on any atom: 4.74 eV/A

Cartesian coordinates (Å):
C -2.306514 -0.388434 1.300739
C -1.749720 -0.211045 -0.098783
C -2.525464 -1.021971 -1.099630
C -1.773560 1.283073 -0.384998
C -0.406257 1.877084 -0.085552
C 0.437983 0.634024 -0.210849
C -0.281395 -0.488401 -0.073102
N 0.294781 -1.706206 0.127709
C 1.690566 -1.797773 0.107402
C 2.460129 -0.664977 0.013834
N 3.795569 -0.753877 0.174306
C 1.900714 0.603924 -0.092477
N 2.560383 1.827635 -0.080723
H -3.361414 -0.197300 1.138232
H -1.922681 0.372335 2.027014
H -2.277728 -1.438112 1.709367
H -2.260809 -2.010635 -0.875031
H -2.160718 -0.739732 -2.057706
H -3.569766 -0.847742 -0.978616
H -2.544071 1.994535 0.234141
H -1.998624 1.457752 -1.454638
H -0.344960 2.065324 0.927134
H -0.031880 2.684632 -0.775180
H -0.314373 -2.422777 0.443692
H 2.103005 -2.797947 0.299020
H 4.337692 -1.641620 0.204149
H 4.491990 -0.030238 0.020896
H 2.149245 2.643999 -0.503093
H 3.607886 1.714457 0.042739

Forces on atoms 1 to 6 (eV/Å):
C -0.73 -0.59 0.97
C -0.04 0.63 1.45
C 0.92 0.93 0.61
C -2.11 3.45 -0.19
C 0.99 -1.40 -2.87
C 3.85 0.93 0.43

Electronic structure analysis, Mulliken charges in units of e: C -1.4841; C 1.4720; C -1.6851; C -1.0221; C -0.8667; C 0.3038; C -0.2882; N 0.0071; C -0.8632; C 0.8613; N -0.5033; C 0.2452; N -0.3907; H 0.4802; H 0.3224; H 0.3424; H 0.4400; H 0.4791; H 0.4342; H 0.2714; H 0.2931; H 0.3046; H 0.5166; H 0.2637; H 0.3245; H 0.2150; H 0.1157; H 0.2286; H 0.1825

---

No. 2
Computed, not measured: the ion C10H16N3OS with charge +1 in a non-equilibrium geometry, with ωB97M-V/def2-TZVPD.

Values from the calculation:
- Net charge: +1
- Energy relative to the best compared isomer or geometry (same formula, charge and spin): 76.3 kcal/mol
- Gap between HOMO and LUMO: 9.66 eV
- HOMO energy: -12.62 eV
- Molar mass: 226.33 g/mol
- Structure (SMILES): CC#CCO/C(=N/C=[N+]1CCCC1)NS
- Strongest force on any atom: 4.79 eV/A

Cartesian coordinates (Å):
C 1.031614 3.654917 1.908576
C 1.541169 2.683583 0.946052
C 1.978407 2.405577 -0.150521
C 2.517683 1.638003 -1.262574
O 3.099337 0.356052 -0.928366
C 2.305119 -0.646421 -0.508014
N 1.067165 -0.396055 -0.337761
C 0.132902 -0.724126 0.465409
N -1.099491 -0.809879 0.102062
C -1.549134 -0.516308 -1.210116
C -2.861363 -1.319712 -1.227849
C -3.453139 -1.043953 0.179010
C -2.210742 -1.081774 1.073152
N 2.920654 -1.884489 -0.367459
S 2.191292 -3.168241 0.518692
H 1.031959 3.193406 2.985655
H 0.065545 4.213647 1.728093
H 1.707687 4.564946 2.023039
H 3.396722 2.303341 -1.538668
H 1.652350 1.326926 -2.045345
H 0.474608 -0.919373 1.440970
H -0.977172 -0.994023 -2.037007
H -1.791154 0.599839 -1.515942
H -2.744614 -2.324756 -1.244626
H -3.465179 -0.917902 -1.947787
H -3.872470 -0.146254 0.373192
H -4.090772 -1.779227 0.395379
H -2.345638 -0.460560 1.985772
H -1.849396 -2.075845 1.577765
H 3.724793 -2.018360 -0.948799
H 1.471270 -3.712975 -0.431998

Forces on atoms 1 to 6 (eV/Å):
C 0.30 1.16 3.33
C -0.43 2.15 -1.27
C -0.53 -1.94 1.13
C -1.03 0.32 -1.48
O 0.36 -1.68 0.64
C 1.08 0.56 -0.09

Electronic structure analysis, Mulliken charges in units of e: C -1.1271; C 0.5391; C -0.2067; C -0.3663; O -0.4054; C 0.6604; N -0.2868; C -0.4339; N 0.1756; C -0.3713; C -0.9588; C -0.8218; C -0.5881; N -0.2640; S -0.1073; H 0.2755; H 0.2870; H 0.2942; H 0.2907; H 0.2738; H 0.7853; H 0.3162; H 0.2470; H 0.3962; H 0.4281; H 0.3980; H 0.4263; H 0.3359; H 0.3315; H 0.3032; H 0.1737

---

- molar mass of number 2 (C10H16N3OS)?
  226.33 g/mol

---

- molar mass of number 1 (C10H16N3)?
  178.26 g/mol

---

- Which of these has the lowest energy relative to the best compared isomer or geometry (same formula, charge and spin)?
  C10H16N3

---

Please write out number 1 again, unchanged.
Computed, not measured: the ion C10H16N3 with charge +1 in a non-equilibrium geometry, with ωB97M-V/def2-TZVPD.

Values from the calculation:
- Net charge: +1
- Energy relative to the best compared isomer or geometry (same formula, charge and spin): 0.0 kcal/mol
- Gap between HOMO and LUMO: 8.56 eV
- HOMO energy: -12.21 eV
- Molar mass: 178.26 g/mol
- Structure (SMILES): CC1(C)CCc2c1[nH]cc(N)c2=[NH2+]
- Strongest force on any atom: 4.74 eV/A

Cartesian coordinates (Å):
C -2.306514 -0.388434 1.300739
C -1.749720 -0.211045 -0.098783
C -2.525464 -1.021971 -1.099630
C -1.773560 1.283073 -0.384998
C -0.406257 1.877084 -0.085552
C 0.437983 0.634024 -0.210849
C -0.281395 -0.488401 -0.073102
N 0.294781 -1.706206 0.127709
C 1.690566 -1.797773 0.107402
C 2.460129 -0.664977 0.013834
N 3.795569 -0.753877 0.174306
C 1.900714 0.603924 -0.092477
N 2.560383 1.827635 -0.080723
H -3.361414 -0.197300 1.138232
H -1.922681 0.372335 2.027014
H -2.277728 -1.438112 1.709367
H -2.260809 -2.010635 -0.875031
H -2.160718 -0.739732 -2.057706
H -3.569766 -0.847742 -0.978616
H -2.544071 1.994535 0.234141
H -1.998624 1.457752 -1.454638
H -0.344960 2.065324 0.927134
H -0.031880 2.684632 -0.775180
H -0.314373 -2.422777 0.443692
H 2.103005 -2.797947 0.299020
H 4.337692 -1.641620 0.204149
H 4.491990 -0.030238 0.020896
H 2.149245 2.643999 -0.503093
H 3.607886 1.714457 0.042739

Forces on atoms 1 to 6 (eV/Å):
C -0.73 -0.59 0.97
C -0.04 0.63 1.45
C 0.92 0.93 0.61
C -2.11 3.45 -0.19
C 0.99 -1.40 -2.87
C 3.85 0.93 0.43

Electronic structure analysis, Mulliken charges in units of e: C -1.4841; C 1.4720; C -1.6851; C -1.0221; C -0.8667; C 0.3038; C -0.2882; N 0.0071; C -0.8632; C 0.8613; N -0.5033; C 0.2452; N -0.3907; H 0.4802; H 0.3224; H 0.3424; H 0.4400; H 0.4791; H 0.4342; H 0.2714; H 0.2931; H 0.3046; H 0.5166; H 0.2637; H 0.3245; H 0.2150; H 0.1157; H 0.2286; H 0.1825